Entry from OMol25: a molecular structure, C20H41N2P3PbS (ωB97M-V with the def2-TZVPD basis set).

E = -68289.705 eV
HOMO-LUMO gap (spin up / spin down) = 4.91 / 4.91 eV
energy relative to the best compared isomer or geometry (same formula, charge and spin) = 0.0 kcal per mole
net charge = +4
largest force on an atom = 4.489 eV/Å

```
68
Properties=species:S:1:pos:R:3:mulliken_charge:R:1
Pb -0.211 -3.124 -1.776 0.8511
P 1.427 1.003 1.193 0.9200
P -0.669 0.411 1.818 0.9752
P -1.393 2.807 -2.650 0.9044
H 1.156 -5.062 -4.925 0.3104
C 0.828 -4.024 -5.245 -0.5605
C 1.837 -2.985 -4.858 -0.3811
H 2.887 -3.310 -4.610 0.3336
C 2.694 -0.226 1.565 -1.2539
C 1.793 2.435 2.241 -1.4302
C 1.705 1.542 -0.501 -0.5730
C -1.770 -0.532 0.753 -0.9436
C -0.436 -0.597 3.295 -1.3652
C -1.593 1.885 2.335 -1.2584
C -1.954 3.706 -4.097 -1.2597
C -0.987 4.003 -1.366 -1.1187
C -2.785 1.802 -2.130 -0.9962
H 0.548 -3.987 -6.352 0.3584
H 1.914 -2.202 -5.645 0.3141
H 2.650 -1.062 0.857 0.3589
H 2.569 -0.607 2.585 0.4206
H 3.678 0.255 1.489 0.5352
H 1.562 2.214 3.290 0.4704
H 1.217 3.310 1.913 0.4655
H 2.866 2.650 2.151 0.4857
H 1.424 0.753 -1.213 -0.2497
H 2.776 1.762 -0.622 0.5536
H 1.143 2.460 -0.713 0.1655
H -2.801 -0.369 1.078 0.4650
H -1.559 -1.608 0.805 0.3873
H -1.692 -0.182 -0.275 0.0404
H -1.358 -0.562 3.889 0.4827
H 0.389 -0.191 3.890 0.4421
H -0.212 -1.637 3.024 0.4245
H -2.452 1.559 2.941 0.5148
H -1.955 2.448 1.463 0.3600
H -0.951 2.536 2.943 0.4624
H -3.024 3.921 -3.990 0.4412
H -1.785 3.094 -4.994 0.3695
H -1.385 4.642 -4.176 0.3951
H -1.808 4.729 -1.264 0.4324
H -0.069 4.541 -1.650 0.4240
H -0.820 3.502 -0.399 0.0593
H -3.715 2.197 -2.559 0.4964
H -2.870 1.788 -1.037 0.2339
H -2.632 0.778 -2.498 0.2332
C 0.260 -0.479 -3.823 0.0562
C -0.955 -0.940 -4.377 0.0156
C -1.261 -2.264 -4.402 -1.0137
C -0.286 -3.397 -4.200 -0.7199
C 1.054 -2.733 -3.557 -0.0255
C 1.093 -1.342 -3.121 -1.0848
S 0.833 1.153 -4.192 -0.0130
H 0.002 1.779 -3.330 -0.3034
H -1.603 -0.167 -4.824 0.6641
H -2.253 -2.513 -4.753 0.5822
H -0.800 -4.329 -3.844 0.7678
H 1.493 -3.489 -2.813 0.3779
H 1.976 -0.986 -2.596 0.9497
N 1.634 -5.500 -0.148 0.0212
C 2.221 -5.958 0.981 0.0210
C 2.227 -4.890 1.876 -1.1272
C 1.609 -3.819 1.209 -0.2343
N 1.262 -4.181 -0.042 -0.1464
H 1.435 -5.986 -1.027 0.1679
H 2.587 -6.988 1.055 0.4705
H 2.636 -4.892 2.877 0.3975
H 1.401 -2.822 1.575 0.4800
```